No. 1
The following is a quantum chemistry calculation of a single C12H21FN2 molecule, from the OMol25 dataset.

Last columns: bonded neighbours and bond lengths (Å).
CARTESIAN COORDINATES (ANGSTROEM)
1 C 4.60481 -0.60469 -0.01876  C2 1.525, H16 1.024, H17 1.026, H18 1.146
2 C 3.61700 0.53046 0.22915  C1 1.525, C3 1.540, H19 1.072, H20 1.214
3 C 2.17780 -0.00994 0.32016  C2 1.540, F4 1.418, C5 1.441, N7 1.414
4 F 2.09124 -0.78253 -0.86624  C3 1.418
5 C 2.17921 -0.88975 1.46184  C3 1.441, N6 1.132
6 N 2.48166 -1.58635 2.30133  C5 1.132
7 N 1.09446 0.89825 0.33302  C3 1.414, C8 1.441, C9 1.397
8 C 1.19629 2.07605 -0.49159  N7 1.441, H21 1.133, H22 1.100, H23 1.056
9 C -0.07718 0.58170 1.02411  N7 1.397, C10 1.588, H24 1.010, H25 1.062
10 C -1.38420 0.33964 0.15485  C9 1.588, C11 1.523, C15 1.574, H26 1.155
11 C -1.25832 -0.88853 -0.73640  C10 1.523, C12 1.475, H27 1.152, H28 1.053
12 C -2.45235 -1.00512 -1.59375  C11 1.475, C13 1.549, H29 1.152, H30 1.068
13 C -3.71274 -1.13265 -0.70185  C12 1.549, C14 1.517, H31 1.140, H32 1.066
14 C -3.82648 0.11496 0.15437  C13 1.517, C15 1.570, H33 1.099, H34 1.144
15 C -2.60363 0.18275 1.13720  C10 1.574, C14 1.570, H35 1.067, H36 1.044
16 H 4.58136 -1.25319 0.77384  C1 1.024
17 H 5.56852 -0.28771 -0.17115  C1 1.026
18 H 4.31254 -1.09297 -1.01300  C1 1.146
19 H 3.81755 1.37920 -0.39391  C2 1.072
20 H 3.93921 1.06839 1.26893  C2 1.214
21 H 0.66278 2.01766 -1.48886  C8 1.133
22 H 0.92471 3.00025 0.03877  C8 1.100
23 H 2.17951 2.22758 -0.84611  C8 1.056
24 H -0.24061 1.21190 1.79595  C9 1.010
25 H 0.18422 -0.37763 1.39758  C9 1.062
26 H -1.65173 1.19001 -0.57971  C10 1.155
27 H -1.09336 -1.82563 -0.08733  C11 1.152
28 H -0.37880 -0.71011 -1.28675  C11 1.053
29 H -2.48078 -1.91069 -2.30455  C12 1.152
30 H -2.42969 -0.16393 -2.25129  C12 1.068
31 H -4.66508 -1.43780 -1.24951  C13 1.140
32 H -3.52482 -2.00210 -0.11416  C13 1.066
33 H -3.77084 1.03413 -0.44538  C14 1.099
34 H -4.83026 -0.02233 0.68613  C14 1.144
35 H -2.66452 0.87502 1.94632  C15 1.067
36 H -2.56751 -0.74430 1.61677  C15 1.044

Output
Molecular weight: 212.3 g/mol
E: -679.13227 Eh
SMILES: CC[C@@](F)(C#N)N(C)CC1CCCCC1
Frontier orbital gap: 9.9 eV
Relative energy (zero: lowest compared OMol25 entry of this formula, charge and spin): 0.0000 eV
Spin multiplicity: 1
E_HOMO: -9.1 eV

=====

No. 2
The following is a quantum chemistry calculation of 2 unconnected molecules or ions with the total composition C12H21FNO6, from the OMol25 dataset.

Last columns: bonded neighbours and bond lengths (Å).
CARTESIAN COORDINATES (ANGSTROEM)
1 C 3.98767 3.64809 1.24163  C2 1.665, H16 1.175, H17 1.171, H18 1.182
2 C 2.53388 2.83622 1.25962  C1 1.665, O3 1.338, O4 1.482
3 O 1.60131 3.28567 2.10788  C2 1.338
4 O 2.38835 1.66807 0.35911  C2 1.482, C5 1.482
5 C 0.95842 1.32741 0.17351  O4 1.482, C6 1.668, H19 1.190, H20 1.190
6 C 0.35251 0.39963 1.41997  C5 1.668, C7 1.639, H21 1.194, H22 1.173
7 C -1.21012 -0.00104 1.13045  C6 1.639, O8 1.495, C12 1.639, H23 1.190
8 O -1.45939 -0.53925 -0.24134  C7 1.495, C9 1.479
9 C -2.56396 0.27352 -0.79399  O8 1.479, O10 1.351, O11 1.500
10 O -2.78415 0.62517 -2.07955  C9 1.351
11 O -3.37293 0.62000 0.42031  C9 1.500, C12 1.482
12 C -2.41610 1.05738 1.46477  C7 1.639, O11 1.482, C13 1.639, H24 1.172
13 C -2.09387 2.65366 1.65205  C12 1.639, C14 1.669, H25 1.170, H26 1.194
14 C -2.73644 3.61051 0.44559  C13 1.669, F15 1.510, H27 1.186, H28 1.171
15 F -1.75799 3.82448 -0.68477  C14 1.510
16 H 4.66067 3.11322 0.44119  C1 1.175
17 H 3.79699 4.76905 0.96348  C1 1.171
18 H 4.52551 3.52525 2.28727  C1 1.182
19 H 0.87396 0.65262 -0.80332  C5 1.190
20 H 0.27677 2.28747 0.00085  C5 1.190
21 H 1.06720 -0.55446 1.47951  C6 1.194
22 H 0.42809 0.95066 2.45252  C6 1.173
23 H -1.40314 -0.90355 1.88173  C7 1.190
24 H -2.88547 0.77243 2.49985  C12 1.172
25 H -0.96634 2.91910 1.81782  C13 1.170
26 H -2.65860 3.00731 2.64225  C13 1.194
27 H -2.99568 4.68671 0.87095  C14 1.186
28 H -3.71765 3.17272 -0.01886  C14 1.171
29 C 2.07451 -4.48763 -2.35420  C30 1.508, H34 1.090, H35 1.092, H36 1.093
30 C 1.27023 -3.38741 -1.70797  C29 1.508, O31 1.215, N32 1.408
31 O 1.65962 -2.26168 -1.46899  C30 1.215
32 N -0.05103 -3.59780 -1.26809  C30 1.408, C33 1.470, H37 1.026, H38 1.027
33 C -0.80940 -4.62673 -1.99390  N32 1.470, H39 1.089, H40 1.091, H41 1.097
34 H 2.98189 -4.07617 -2.79645  C29 1.090
35 H 2.32907 -5.23717 -1.60142  C29 1.092
36 H 1.49911 -4.95867 -3.15474  C29 1.093
37 H 0.03001 -3.81426 -0.26895  N32 1.026
38 H -0.45855 -2.65467 -1.26633  N32 1.027
39 H -1.85538 -4.57118 -1.69527  C33 1.089
40 H -0.38485 -5.60150 -1.74894  C33 1.091
41 H -0.71472 -4.41316 -3.06525  C33 1.097

Output
Molecular weight: 294.3 g/mol
E: -1075.42732 Eh
Frontier orbital gap: 8.5 eV
Spin multiplicity: 1
Total charge: +1
E_HOMO: -12.5 eV

=====

no.,maximum force (hartree/bohr)
1,0.084
2,0.198